# 1
{
  "formula": "C5H7P",
  "method": "ωB97M-V with the def2-TZVPD basis set",
  "smiles": "C#CP=C.C=C",
  "de_lowest_kj_mol": 243.4,
  "total_charge": 0,
  "lumo_energy_ev": -0.16,
  "symbols": ["C", "H", "H", "H", "H", "H", "C", "H", "C", "H", "C", "C", "P"],
  "coordinates": [[1.215163, -1.116380, 0.630895], [0.349691, -0.955182, -2.928736], [0.395765, 1.728354, 1.235406], [-1.905629, 0.863010, 1.265238], [-2.084592, 1.275659, -0.510399], [0.215359, 2.148827, -0.534231], [-1.462203, 1.273524, 0.369967], [-0.381890, -1.788663, -1.470085], [1.038703, -1.567814, 1.732222], [0.847466, -1.971768, 2.684241], [-0.227256, 1.729919, 0.355291], [0.390605, -1.153031, -1.869233], [1.608817, -0.466456, -0.960576]],
  "atomic_forces_ev_per_a": [[0.1, -0.2, 0.2], [0.1, 0.1, -0.2], [0.1, -0.1, 0.2], [0.0, 0.0, 0.1], [-0.1, 0.0, -0.2], [0.0, 0.1, -0.2], [-0.2, -0.1, 0.1], [-0.1, -0.1, 0.1], [0.0, 0.2, -0.4], [-0.1, -0.2, 0.5], [0.0, 0.4, 0.1], [0.6, 0.2, 0.3], [-0.4, -0.4, -0.6]]
}

***

# 2
{
  "formula": "C13H20FMgNO3Si",
  "method": "ωB97M-V with the def2-TZVPD basis set",
  "total_charge": 0,
  "lumo_energy_ev": -0.13,
  "symbols": ["Mg", "C", "H", "H", "H", "H", "H", "O", "H", "C", "C", "C", "H", "C", "H", "H", "H", "H", "C", "N", "H", "C", "C", "C", "C", "H", "C", "H", "F", "C", "Si", "H", "O", "C", "H", "H", "O", "H", "H", "H"],
  "coordinates": [[-0.453515, 0.230346, 0.155776], [-0.389523, 2.442030, 1.787999], [-2.612278, -3.416477, 1.365448], [-1.090120, 2.896162, 5.646195], [-2.051885, -4.272399, -1.019452], [-1.180117, 4.829511, 4.093420], [-1.551171, 4.820266, -2.037886], [-0.012967, -1.777968, 0.002415], [-1.870837, 4.914602, -0.307773], [-1.317979, -2.518698, -0.068137], [1.369486, 4.497958, -0.607134], [-1.623641, 4.229277, -1.120847], [0.367364, 2.802309, -3.244642], [-0.945941, 3.842709, 3.714847], [-0.539806, 1.509009, -2.488751], [0.568618, -2.152771, -0.666871], [1.224883, 5.136528, 0.266587], [-0.900043, -3.407718, 1.844738], [-0.704957, 3.689340, 2.357674], [-0.141607, 2.156020, 0.466452], [-0.748283, -3.509984, -1.902555], [-1.099633, -3.761527, -0.898537], [-0.379164, 1.411464, 2.735308], [-0.611531, 1.506244, 4.078313], [-0.900155, 2.766640, 4.590486], [-0.384365, -4.429998, -0.415979], [-2.380013, -1.578655, -0.695186], [-1.868030, -1.927757, 1.948552], [-0.120105, 0.120956, 2.213282], [-1.692058, -2.832187, 1.365350], [-0.036785, 3.289192, -0.826625], [-0.754079, 4.556784, 1.711338], [-2.122037, -0.318814, -0.589154], [0.284687, 2.214026, -2.328484], [2.315136, 3.967152, -0.476003], [-0.571313, 0.619964, 4.696588], [-3.358432, -2.095001, -1.193179], [-2.458290, 3.533416, -1.234317], [1.463324, 5.150007, -1.479015], [1.218112, 1.651989, -2.223651]],
  "atomic_forces_ev_per_a": [[-0.2, 0.0, 0.0], [0.0, 0.0, 0.0], [0.0, 0.0, 0.0], [0.0, 0.0, 0.0], [0.0, 0.0, 0.0], [0.0, 0.0, 0.0], [0.0, 0.0, 0.0], [-0.2, 0.0, -0.1], [0.0, 0.0, 0.0], [0.4, 0.1, 0.0], [0.1, 0.0, 0.0], [-0.1, 0.1, 0.0], [0.0, 0.0, 0.0], [0.0, 0.0, 0.0], [0.0, 0.0, 0.0], [0.0, 0.0, 0.0], [0.0, 0.0, 0.0], [0.0, 0.0, 0.0], [0.1, 0.1, -0.1], [0.1, -0.1, 0.2], [0.0, 0.0, 0.0], [0.0, 0.0, 0.0], [0.0, -0.2, 0.0], [0.0, 0.1, 0.0], [0.0, 0.0, 0.0], [0.0, 0.0, 0.0], [0.0, 0.0, -0.1], [0.0, 0.0, 0.0], [-0.1, 0.1, 0.0], [-0.1, -0.1, 0.1], [-0.1, 0.0, 0.0], [0.0, 0.0, 0.0], [0.0, -0.1, 0.0], [0.0, -0.1, -0.1], [0.0, 0.0, 0.0], [0.0, 0.0, 0.0], [0.0, 0.0, 0.0], [0.0, 0.0, 0.0], [0.0, 0.0, 0.0], [0.0, 0.0, 0.0]]
}

***

Sequential calculated total energy output: -14583.1757; -37482.9438 eV
Sequential orbital gap output: 9.047; 7.621 eV
Sequential highest occupied orbital energy output: -9.21; -7.75 eV